Molecular formula: C22H30N4O6S
Method: DFT, ωB97M-V/def2-TZVPD

## Properties
- ΔE to the lowest compared entry with this formula, charge and spin: 2.006 eV
- Net charge: 0
- Electronic energy: -1924.99451 hartree
- SMILES string: COCCNC(=O)[C@@H](c1ccc(OC)cc1)N(CCOC)C(=O)CCC(=O)Nc1nccs1
- Spin multiplicity: 1
- F_max: 1.11 eV/A
- Orbital gap: 9.12 eV

Element x y z (Å)
C (3.326, 1.885, -0.792)
O (2.588, 1.693, 0.398)
C (1.875, 2.822, 0.833)
C (0.707, 3.229, -0.084)
N (-0.278, 2.180, -0.170)
C (-0.260, 1.265, -1.159)
O (0.405, 1.384, -2.169)
C (-1.168, 0.063, -0.825)
C (-1.761, -0.696, -1.983)
C (-1.147, -0.818, -3.221)
C (-1.740, -1.538, -4.246)
C (-2.963, -2.166, -4.043)
O (-3.631, -2.900, -4.974)
C (-3.065, -3.039, -6.254)
C (-3.582, -2.053, -2.797)
C (-2.989, -1.327, -1.788)
N (-0.401, -0.813, 0.082)
C (0.433, -1.844, -0.491)
C (1.816, -1.303, -0.912)
O (2.732, -2.326, -1.221)
C (3.345, -2.926, -0.108)
C (-0.407, -0.497, 1.391)
O (-1.084, 0.433, 1.825)
C (0.426, -1.337, 2.341)
C (0.444, -0.648, 3.707)
C (-0.978, -0.479, 4.180)
O (-1.778, -1.383, 4.223)
N (-1.369, 0.765, 4.650)
C (-0.769, 1.982, 4.562)
N (0.462, 2.244, 4.294)
C (0.714, 3.577, 4.316)
C (-0.341, 4.372, 4.612)
S (-1.754, 3.417, 4.879)
H (4.010, 1.041, -0.870)
H (3.903, 2.815, -0.747)
H (2.674, 1.898, -1.670)
H (2.553, 3.683, 0.941)
H (1.483, 2.547, 1.816)
H (0.240, 4.130, 0.322)
H (1.064, 3.432, -1.096)
H (-0.736, 1.921, 0.699)
H (-1.999, 0.445, -0.218)
H (-0.204, -0.330, -3.402)
H (-1.232, -1.602, -5.195)
H (-2.096, -3.547, -6.212)
H (-2.946, -2.069, -6.749)
H (-3.766, -3.648, -6.822)
H (-4.532, -2.542, -2.649)
H (-3.483, -1.249, -0.830)
H (0.550, -2.653, 0.230)
H (-0.075, -2.251, -1.368)
H (1.714, -0.713, -1.825)
H (2.211, -0.651, -0.122)
H (4.104, -3.598, -0.503)
H (3.824, -2.174, 0.532)
H (2.639, -3.507, 0.496)
H (1.444, -1.450, 1.971)
H (-0.041, -2.321, 2.436)
H (0.940, 0.318, 3.647)
H (0.965, -1.280, 4.429)
H (-2.352, 0.788, 4.901)
H (1.714, 3.913, 4.110)
H (-0.380, 5.438, 4.695)

---

Molecular formula: C12H5BrCl5CuNO4
Method: DFT, ωB97M-V/def2-TZVPD

## Properties
- ΔE to the lowest compared entry with this formula, charge and spin: 0.645 eV
- Net charge: 0
- Electronic energy: -7331.50519 hartree
- Spin multiplicity: 2
- F_max: 0.48 eV/A
- Orbital gap (spin up / spin down): 7.62 / 6.49 eV

Element x y z (Å)
Cu (0.540, 0.064, -0.112)
Br (3.664, 1.496, 0.938)
C (2.235, 2.595, 0.391)
C (2.401, 3.968, 0.386)
C (1.302, 4.764, 0.102)
C (0.080, 4.163, -0.150)
C (0.011, 2.785, -0.161)
N (1.078, 2.011, 0.091)
C (-1.291, 2.046, -0.475)
O (-2.316, 2.689, -0.534)
O (-1.147, 0.777, -0.634)
H (3.368, 4.389, 0.617)
H (1.407, 5.840, 0.095)
H (-0.829, 4.717, -0.335)
Cl (-2.341, -6.719, -0.432)
C (-1.571, -5.221, -0.101)
C (-2.322, -4.114, 0.293)
Cl (-4.025, -4.255, 0.454)
C (-1.704, -2.900, 0.568)
Cl (-2.614, -1.563, 1.131)
C (-0.305, -2.736, 0.440)
O (0.313, -1.625, 0.723)
C (0.424, -3.885, 0.053)
Cl (2.144, -3.747, -0.052)
C (-0.188, -5.102, -0.205)
Cl (0.756, -6.470, -0.647)
O (2.255, -0.763, -1.045)
H (2.022, -1.120, -1.912)
H (2.404, -1.546, -0.486)

---

Molecular formula: C35H39B2F4N4O6PS2TeW
Method: DFT, ωB97M-V/def2-TZVPD

## Properties
- Net charge: +2
- Electronic energy: -3949.26127 hartree
- Spin multiplicity: 1
- F_max: 0.57 eV/A
- Orbital gap: 5.79 eV

Element x y z (Å)
W (-0.550, 0.308, 0.627)
C (-1.411, 4.264, -1.168)
C (-0.675, 3.063, -0.673)
N (-1.403, 2.012, -0.050)
O (-2.577, 2.520, 0.504)
B (-2.738, 2.357, 1.856)
F (-2.360, 0.306, 1.346)
F (-3.922, 2.623, 2.350)
O (-1.735, 2.199, 2.824)
N (-0.575, 1.608, 2.448)
C (0.405, 1.694, 3.269)
C (0.361, 2.423, 4.561)
C (1.631, 1.044, 2.758)
N (1.448, 0.486, 1.620)
O (2.526, -0.124, 1.074)
B (2.560, -0.182, -0.320)
F (3.540, -0.895, -0.819)
F (0.543, -1.176, -0.028)
O (1.787, 0.518, -1.213)
N (0.625, 1.128, -0.771)
C (0.608, 2.512, -1.137)
C (1.424, 2.969, -2.302)
C (2.948, 1.074, 3.441)
H (-1.796, 4.830, -0.322)
H (-2.244, 3.976, -1.808)
H (-0.726, 4.897, -1.726)
H (-0.663, 2.605, 4.869)
H (0.871, 3.384, 4.454)
H (0.884, 1.857, 5.331)
H (2.452, 2.638, -2.196)
H (1.408, 4.056, -2.324)
H (1.013, 2.590, -3.237)
H (2.931, 1.708, 4.322)
H (3.709, 1.427, 2.740)
H (3.232, 0.060, 3.733)
O (-0.622, -1.215, 2.155)
C (-0.555, -2.455, 1.967)
C (-1.652, -3.184, 1.302)
C (-2.038, -4.386, 1.896)
C (-3.143, -5.089, 1.442)
C (-3.873, -4.601, 0.374)
C (-3.499, -3.407, -0.233)
C (-2.402, -2.681, 0.216)
P (-1.988, -1.220, -0.783)
C (-3.548, -0.458, -1.264)
C (-3.713, 0.038, -2.558)
C (-4.889, 0.686, -2.903)
C (-5.903, 0.836, -1.968)
C (-5.748, 0.328, -0.684)
C (-4.576, -0.316, -0.329)
C (-1.126, -1.799, -2.255)
C (-1.087, -3.151, -2.583)
C (-0.442, -3.561, -3.741)
C (0.171, -2.630, -4.565)
C (0.145, -1.281, -4.233)
C (-0.496, -0.865, -3.080)
H (-1.488, -4.753, 2.750)
H (-3.431, -6.009, 1.931)
H (-4.735, -5.141, 0.005)
H (-4.074, -3.042, -1.074)
H (-2.942, -0.094, -3.304)
H (-5.016, 1.062, -3.909)
H (-6.821, 1.337, -2.242)
H (-6.544, 0.432, 0.041)
H (-4.468, -0.714, 0.671)
H (-1.552, -3.888, -1.943)
H (-0.420, -4.612, -3.999)
H (0.674, -2.954, -5.466)
H (0.628, -0.555, -4.873)
H (-0.505, 0.187, -2.821)
C (5.503, 2.077, -1.739)
C (5.020, 3.329, -1.024)
S (3.923, 2.878, 0.350)
O (0.553, 3.331, 0.035)
C (3.512, 4.508, 1.030)
C (4.567, 5.060, 1.975)
H (6.125, 1.466, -1.085)
H (6.096, 2.352, -2.610)
H (4.672, 1.459, -2.086)
H (4.470, 3.987, -1.699)
H (5.868, 3.885, -0.624)
H (2.542, 4.397, 1.520)
H (3.346, 5.181, 0.187)
H (4.730, 4.389, 2.820)
H (4.261, 6.033, 2.362)
H (5.523, 5.186, 1.467)
Te (1.171, -3.390, 2.668)
C (0.955, -5.176, 1.637)
C (0.728, -6.412, 2.176)
C (0.663, -7.424, 1.185)
C (0.844, -6.930, -0.073)
S (1.114, -5.245, -0.072)
H (0.613, -6.594, 3.235)
H (0.498, -8.470, 1.396)
H (0.850, -7.480, -1.001)

---

Molecular formula: Cl4FNOP2S
Method: DFT, ωB97M-V/def2-TZVPD

## Properties
- ΔE to the lowest compared entry with this formula, charge and spin: 2.555 eV
- Net charge: 0
- Electronic energy: -3151.50951 hartree
- SMILES string: O=S(Cl)#P(F)Cl.N#P(Cl)Cl
- Spin multiplicity: 1
- F_max: 1.78 eV/A
- Orbital gap: 7.55 eV

Element x y z (Å)
O (0.976, 0.586, 2.760)
S (0.572, -0.212, 1.638)
Cl (-1.460, 0.176, 1.400)
P (1.256, 1.118, -0.169)
F (1.929, 2.096, 0.887)
Cl (2.699, -0.210, -0.661)
N (-0.110, -2.053, -1.266)
P (-1.198, -1.013, -1.229)
Cl (-3.240, -1.348, -1.296)
Cl (-1.424, 0.859, -2.066)

---

Molecular formula: C2H2FInO2
Method: DFT, ωB97M-V/def2-TZVPD

## Properties
- ΔE to the lowest compared entry with this formula, charge and spin: 0.471 eV
- Net charge: +2
- Electronic energy: -517.00647 hartree
- Spin multiplicity: 1
- F_max: 5.36 eV/A
- Orbital gap: 11.00 eV

Element x y z (Å)
F (-3.298, 0.218, -1.930)
O (2.208, -1.055, -0.558)
C (1.430, -0.426, -0.008)
C (0.509, 0.213, 0.951)
O (-0.123, 0.284, -0.315)
In (-1.762, 0.131, -1.120)
H (0.930, 1.162, 1.320)
H (0.106, -0.527, 1.659)

---

Molecular formula: C27H57Be2FN3O3
Method: DFT, ωB97M-V/def2-TZVPD

## Properties
- ΔE to the lowest compared entry with this formula, charge and spin: 0.000 eV
- Net charge: +2
- Electronic energy: -1581.31163 hartree
- Spin multiplicity: 2
- F_max: 3.33 eV/A
- Orbital gap (spin up / spin down): 4.84 / 5.72 eV

Element x y z (Å)
Be (-0.144, 0.655, -2.988)
Be (-0.225, 1.929, 0.738)
F (0.303, -0.066, -0.685)
C (2.961, 2.250, 0.281)
C (2.868, 3.763, 0.305)
C (2.816, 4.076, -1.243)
C (2.337, 5.442, -1.669)
C (1.033, 5.795, -0.950)
C (0.997, 5.568, 0.586)
N (1.573, 4.199, 0.939)
O (1.312, 3.804, 2.254)
C (1.771, 6.725, 1.387)
C (-0.453, 5.699, 1.046)
C (4.123, 4.441, 0.910)
H (2.017, 1.864, -0.104)
H (3.129, 1.780, 1.250)
H (3.821, 2.041, -0.356)
H (3.742, 3.898, -1.790)
H (2.004, 3.501, -1.689)
H (2.436, 5.563, -2.748)
H (3.157, 6.123, -1.442)
H (0.269, 5.167, -1.407)
H (0.802, 6.839, -1.165)
H (1.102, 7.585, 1.424)
H (1.953, 6.299, 2.373)
H (2.689, 7.160, 0.992)
H (-0.912, 6.663, 0.827)
H (-1.142, 4.965, 0.628)
H (-0.712, 5.681, 2.105)
H (3.940, 5.494, 1.123)
H (4.884, 4.479, 0.131)
H (4.500, 3.813, 1.718)
H (1.802, 4.420, 2.804)
C (-4.172, -2.610, -3.817)
C (-3.143, -2.033, -2.721)
C (-3.139, -2.883, -1.422)
C (-2.407, -4.182, -1.493)
C (-0.949, -3.898, -1.968)
C (-0.820, -3.080, -3.240)
N (-1.698, -1.855, -3.160)
O (-1.617, -1.114, -4.297)
C (0.598, -2.646, -3.479)
C (-1.181, -4.050, -4.489)
C (-3.761, -0.654, -2.397)
H (-3.979, -2.035, -4.722)
H (-5.226, -2.577, -3.542)
H (-4.019, -3.639, -4.143)
H (-2.696, -2.413, -0.544)
H (-4.185, -3.120, -1.232)
H (-2.918, -4.824, -2.211)
H (-2.468, -4.554, -0.470)
H (-0.614, -4.933, -2.020)
H (-0.361, -3.407, -1.193)
H (1.339, -3.445, -3.449)
H (0.856, -2.224, -4.450)
H (0.992, -2.170, -2.581)
H (-0.599, -4.969, -4.409)
H (-2.182, -4.479, -4.525)
H (-1.022, -3.491, -5.411)
H (-3.127, -0.332, -1.570)
H (-4.823, -0.750, -2.168)
H (-3.740, 0.117, -3.167)
H (-1.609, -1.756, -5.011)
C (1.967, -2.356, 4.189)
C (1.417, -2.075, 2.827)
C (1.252, -3.448, 2.016)
C (-0.075, -4.083, 2.296)
C (-1.168, -3.073, 1.834)
C (-1.290, -1.796, 2.737)
N (0.097, -1.259, 2.808)
O (0.160, 0.144, 3.025)
C (-2.333, -0.774, 2.049)
C (-1.780, -2.205, 4.202)
C (2.499, -1.286, 2.117)
H (2.298, -1.404, 4.604)
H (2.699, -3.163, 4.219)
H (1.139, -2.623, 4.846)
H (1.261, -3.188, 0.957)
H (2.044, -4.192, 2.098)
H (-0.294, -4.266, 3.348)
H (-0.200, -5.020, 1.753)
H (-2.085, -3.662, 1.837)
H (-1.067, -2.573, 0.871)
H (-2.116, -0.846, 0.983)
H (-3.371, -0.942, 2.334)
H (-2.143, 0.281, 2.249)
H (-2.757, -2.685, 4.274)
H (-1.045, -2.905, 4.599)
H (-1.700, -1.304, 4.809)
H (3.414, -1.860, 1.965)
H (2.833, -0.417, 2.684)
H (2.109, -0.845, 1.200)
H (0.151, 0.213, 3.983)

---

Molecular formula: C2H3NO2
Method: DFT, ωB97M-V/def2-TZVPD

## Properties
- ΔE to the lowest compared entry with this formula, charge and spin: 3.928 eV
- Net charge: 0
- Electronic energy: -283.11366 hartree
- SMILES string: O=CCN=O
- Spin multiplicity: 1
- F_max: 3.84 eV/A
- Orbital gap: 8.94 eV

Element x y z (Å)
O (1.851, 0.838, -0.115)
C (0.746, 0.434, -0.354)
C (0.064, -0.477, 0.463)
N (-1.553, -0.019, 0.495)
O (-1.905, 0.313, -0.544)
H (0.297, 0.718, -1.281)
H (0.116, -1.408, -0.100)
H (0.383, -0.399, 1.436)

---

Molecular formula: H14O7
Method: DFT, ωB97M-V/def2-TZVPD

## Properties
- ΔE to the lowest compared entry with this formula, charge and spin: 1.268 eV
- Net charge: 0
- Electronic energy: -535.07723 hartree
- SMILES string: O.O.O.O.O.O.O
- Spin multiplicity: 1
- F_max: 3.35 eV/A
- Orbital gap: 11.80 eV

Element x y z (Å)
O (3.406, 0.229, -0.064)
H (3.268, 0.490, -0.966)
H (3.032, 1.019, 0.321)
O (1.425, 2.176, 0.857)
H (0.933, 1.690, 0.132)
H (0.947, 1.929, 1.659)
O (1.543, -1.749, -1.005)
H (2.092, -1.223, -0.328)
H (0.975, -1.022, -1.393)
O (-2.837, -0.830, 0.623)
H (-2.880, -1.514, -0.050)
H (-1.926, -0.861, 0.986)
O (-2.910, 1.407, -0.663)
H (-3.100, 1.431, -1.623)
H (-3.081, 0.528, -0.416)
O (-0.309, 0.551, -0.620)
H (-0.292, -0.183, 0.046)
H (-1.224, 0.820, -0.707)
O (-0.255, -1.762, 0.937)
H (0.272, -1.277, 1.541)
H (0.484, -2.004, 0.274)

---

> Look up the spin multiplicity of the first one.

1

---

Copy entry 2 word for word.
Molecular formula: C12H5BrCl5CuNO4
Method: DFT, ωB97M-V/def2-TZVPD

## Properties
- ΔE to the lowest compared entry with this formula, charge and spin: 0.645 eV
- Net charge: 0
- Electronic energy: -7331.50519 hartree
- Spin multiplicity: 2
- F_max: 0.48 eV/A
- Orbital gap (spin up / spin down): 7.62 / 6.49 eV

Element x y z (Å)
Cu (0.540, 0.064, -0.112)
Br (3.664, 1.496, 0.938)
C (2.235, 2.595, 0.391)
C (2.401, 3.968, 0.386)
C (1.302, 4.764, 0.102)
C (0.080, 4.163, -0.150)
C (0.011, 2.785, -0.161)
N (1.078, 2.011, 0.091)
C (-1.291, 2.046, -0.475)
O (-2.316, 2.689, -0.534)
O (-1.147, 0.777, -0.634)
H (3.368, 4.389, 0.617)
H (1.407, 5.840, 0.095)
H (-0.829, 4.717, -0.335)
Cl (-2.341, -6.719, -0.432)
C (-1.571, -5.221, -0.101)
C (-2.322, -4.114, 0.293)
Cl (-4.025, -4.255, 0.454)
C (-1.704, -2.900, 0.568)
Cl (-2.614, -1.563, 1.131)
C (-0.305, -2.736, 0.440)
O (0.313, -1.625, 0.723)
C (0.424, -3.885, 0.053)
Cl (2.144, -3.747, -0.052)
C (-0.188, -5.102, -0.205)
Cl (0.756, -6.470, -0.647)
O (2.255, -0.763, -1.045)
H (2.022, -1.120, -1.912)
H (2.404, -1.546, -0.486)